89
Properties=species:S:1:pos:R:3:mulliken_charge:R:1 method="wB97M-V/def2-TZVPD" multiplicity=1 total_energy_ev=-1028624.5619 charge=+1 e_lumo_ev=-4.18 homo_lumo_gap_ha=0.131
N -1.0762 -5.1105 19.3024 -0.511
H -2.0610 -5.3189 19.3845 0.375
H -0.5068 -5.9341 19.1699 0.381
H -0.7503 -4.5098 20.0462 0.373
H -0.9709 -4.6565 18.4064 0.375
N -0.0676 -1.2336 7.3978 -0.505
H -0.0900 -1.4391 8.3864 0.372
H -0.9273 -1.6081 7.0226 0.376
H 0.7989 -1.5098 6.9586 0.377
H -0.1559 -0.2429 7.2219 0.378
N -8.7540 -7.0270 9.7963 -0.514
H -8.3539 -6.5677 8.9906 0.376
H -8.7227 -6.3822 10.5730 0.376
H -8.0938 -7.7832 9.9082 0.384
H -9.6758 -7.3622 9.5556 0.378
O -0.9248 -8.9263 13.9138 -0.610
C -0.9434 -9.0026 12.6928 0.563
O 0.1223 -9.1526 11.8462 -0.395
B -0.4456 -8.8802 10.4366 0.929
O -1.8924 -8.8259 10.5663 -0.490
C -2.2042 -8.8593 11.8126 0.658
O -3.3276 -8.5284 12.1779 -0.673
O 0.0785 -7.6486 9.8793 -0.414
C 0.5112 -7.8468 8.7109 0.614
O 0.8802 -6.9352 7.9355 -0.703
C 0.6662 -9.4278 8.5571 0.583
O -0.0467 -9.9552 9.5031 -0.425
O 1.1307 -10.0619 7.5996 -0.638
O 1.1081 -3.3365 14.2287 -0.466
C 0.0308 -2.5020 14.0015 0.654
O -0.0764 -2.0273 12.8921 -0.708
O -0.8137 -2.2749 14.9101 -0.767
H 1.4369 -3.3192 13.3269 0.295
Br 2.1768 -11.6023 20.0245 -0.160
C 1.3184 -13.3665 20.2749 -0.505
C -0.1432 -13.1792 20.7089 -0.646
Br -1.0406 -14.9389 21.1918 -0.159
H 2.0116 -13.8505 20.9629 0.365
H 1.3350 -13.8938 19.3211 0.353
H -0.8089 -12.6126 20.0578 0.395
H -0.1638 -12.6183 21.6432 0.357
Br -2.1125 -10.4812 0.5600 -0.143
C -0.6560 -11.8114 0.4174 -0.577
C 0.4821 -11.2075 -0.4331 -0.622
Br -0.2177 -10.4863 -2.0995 -0.114
H -1.0082 -12.6973 -0.1111 0.349
H -0.2532 -12.2242 1.3423 0.399
H 1.2078 -11.9540 -0.7557 0.356
H 1.0273 -10.4739 0.1608 0.351
Br 9.7828 -6.1647 4.1612 -0.160
C 8.7418 -7.6165 4.9894 -0.454
C 9.7934 -8.6117 5.5232 -0.674
Br 8.9725 -10.1927 6.4763 -0.175
H 8.1848 -8.0982 4.1858 0.329
H 8.0027 -7.1954 5.6710 0.372
H 10.5810 -8.2244 6.1697 0.395
H 10.3135 -9.0880 4.6922 0.367
Br -2.8826 -16.2608 6.0608 -0.146
C -4.2673 -14.9219 6.6484 -0.486
C -4.5442 -14.9672 8.1295 -0.720
Br -5.9549 -13.6813 8.8081 -0.170
H -5.1723 -15.1201 6.0742 0.358
H -3.8879 -13.9161 6.4682 0.348
H -3.6890 -14.7734 8.7769 0.400
H -4.7305 -15.9550 8.5508 0.418
Br 7.0805 -6.1314 12.3661 -0.134
C 7.2437 -7.7634 13.4109 -0.575
C 7.3272 -7.3913 14.9511 -0.504
Br 9.2069 -7.2713 15.4557 -0.139
H 8.1570 -8.2674 13.0949 0.363
H 6.4091 -8.4154 13.1530 0.318
H 6.9057 -8.2269 15.5098 0.294
H 6.7979 -6.4678 15.1859 0.377
Br 4.9709 -5.2426 -0.6569 -0.137
C 4.2121 -3.5419 0.0338 -0.561
C 2.7605 -3.6636 0.1303 -0.573
Br 1.8791 -2.1815 1.0226 -0.171
H 4.6632 -2.7706 -0.5905 0.372
H 4.6348 -3.4910 1.0372 0.332
H 2.5727 -4.5442 0.7445 0.353
H 2.3088 -3.8937 -0.8347 0.385
Br 5.0671 -16.3311 2.8939 -0.173
C 5.8107 -17.1288 4.5519 -0.539
C 4.7190 -17.3126 5.4817 -0.688
Br 5.4233 -18.0247 7.1814 -0.153
H 6.5978 -16.5238 5.0021 0.398
H 6.1279 -18.1635 4.4223 0.371
H 3.9644 -17.9964 5.0930 0.388
H 4.1948 -16.3980 5.7587 0.397